[1]
{
  "formula": "C2H3IN2O",
  "method": "ωB97M-V/def2-TZVPD",
  "smiles": "IN1N=CCO1",
  "homo_energy_ev": -9.24,
  "species": ["I", "O", "N", "N", "C", "C", "H", "H", "H"],
  "positions_angstrom": [[-1.04043, 1.43763, 2.19231], [-0.57613, -0.99061, 0.63314], [-1.45187, 0.06278, 0.63239], [-0.98022, 0.88963, -0.72852], [0.12317, 0.35479, -1.02197], [0.62373, -0.59444, -0.07199], [0.75382, 0.59204, -1.99564], [1.43131, -0.26264, 0.76437], [1.11660, -1.48918, -0.40410]],
  "atomic_forces_ev_per_a": [[0.1433, 0.1255, 0.1526], [0.6398, -0.0213, -0.1412], [0.8377, 1.2778, -2.6093], [-0.8216, -1.1569, 1.4921], [1.1649, 1.6382, -2.5640], [1.6410, -1.5265, 4.1824], [-1.6378, -0.1158, 2.1562], [-1.7305, 0.2955, -1.9276], [-0.2368, -0.5164, -0.7411]],
  "nbo_charge": [0.167, -0.355, -0.104, -0.219, 0.009, -0.180, 0.235, 0.219, 0.228]
}

[2]
{
  "formula": "C4H5NS2",
  "method": "ωB97M-V/def2-TZVPD",
  "homo_energy_ev": -8.85,
  "species": ["S", "S", "N", "C", "C", "C", "C", "H", "H", "H", "H", "H"],
  "positions_angstrom": [[-1.56243, -0.28121, 0.51606], [1.10594, -1.40240, 0.81408], [1.53888, 0.85763, -2.32185], [-0.25103, 1.76792, -0.68008], [0.83312, 1.21335, -1.42233], [-0.36301, 1.14839, 0.58846], [-0.38220, -1.46178, 0.58361], [-1.35413, 1.59439, -1.42856], [0.59327, 0.77702, 1.16490], [-0.12775, 3.11107, -0.78232], [-0.72245, 1.89886, 1.32331], [-0.87856, -2.45420, 0.27549]],
  "atomic_forces_ev_per_a": [[0.2030, 2.3325, 0.3482], [5.9025, -0.3873, 1.0322], [-2.5554, 1.2825, 4.1986], [-2.3999, 4.4774, -5.0235], [3.2023, -1.4053, -5.9968], [-0.9638, -0.1915, 5.6414], [-5.1013, -3.5986, -1.8007], [3.4488, 0.5111, 2.2864], [-1.6475, 0.5590, -1.8332], [-0.2560, -4.2045, 0.8029], [-0.4341, -0.5889, -0.3365], [0.6014, 1.2135, 0.6811]],
  "nbo_charge": [0.362, 0.131, -0.293, -0.530, 0.244, -0.601, -0.608, 0.270, 0.284, 0.272, 0.244, 0.226]
}

[3]
{
  "formula": "C6H8N3S",
  "method": "ωB97M-V/def2-TZVPD",
  "charge": 1,
  "homo_energy_ev": -14.02,
  "species": ["S", "N", "N", "N", "C", "C", "C", "C", "C", "C", "H", "H", "H", "H", "H", "H", "H", "H"],
  "positions_angstrom": [[-1.58696, -0.46270, -1.78348], [-0.67898, 0.83718, 1.51727], [1.59821, 0.56211, 1.54696], [0.60521, 0.95992, -1.56993], [0.42847, 1.15135, 2.00903], [0.63842, 0.07562, -0.63437], [-0.46257, 0.90304, -2.40798], [1.79736, 0.16496, 0.36311], [-0.63815, -1.89439, 0.38652], [-0.45369, -0.90207, -0.65600], [2.70301, -0.22872, 0.09865], [-0.09137, -2.77080, 0.22767], [0.00675, 0.47334, -3.26588], [-1.40260, 1.33242, 2.05168], [-1.80810, -2.23578, 0.37646], [-1.08982, 1.76474, -2.56587], [0.69827, 1.84489, 2.85089], [-0.26343, -1.57511, 1.45529]],
  "atomic_forces_ev_per_a": [[0.6809, -0.4051, 0.0283], [-1.3475, 0.7010, 0.7837], [1.9082, -0.0276, -0.3813], [1.0469, 0.2817, 2.2299], [1.1771, 0.4344, 0.6602], [1.3411, 1.2976, -1.1239], [-1.1787, -1.5726, 0.0121], [-3.9474, 0.0713, 1.0934], [-3.2726, -0.2663, 2.2721], [-0.5491, 1.5123, 0.6527], [2.3638, -0.9488, -0.7489], [0.9823, -1.5662, -0.7340], [-0.3521, 0.0188, -1.6231], [-0.1355, -0.1966, -0.3840], [2.9696, 0.8064, 0.4327], [0.2130, 0.5239, -0.1453], [-0.8804, -0.4863, -0.7425], [-1.0196, -0.1777, -2.2822]],
  "nbo_charge": [0.602, -0.663, -0.395, -0.256, 0.262, 0.128, -0.345, 0.154, -0.717, 0.013, 0.212, 0.283, 0.286, 0.377, 0.269, 0.280, 0.203, 0.307]
}